Density functional theory data (wB97M-V/def2-TZVPD) for a structure of composition C14H12F6N4O5S2Sn in a non-equilibrium geometry.

Output
Maximum force = 1.9 eV/Å
Total charge = +2
Energy above the lowest of the compared OMol25 structures with the same formula, charge and spin = 52.8 kJ/mol
Frontier orbital gap = 7.32 eV
HOMO energy = -15.98 eV

Geometry as XYZ:
```
44
C14H12F6N4O5S2Sn (wB97M-V/def2-TZVPD)
Sn -1.863 -0.770 0.339
C 2.742 -2.530 0.519
C 1.319 -2.655 0.929
C 0.415 -3.379 0.139
C -0.889 -3.623 0.570
C -1.817 -4.509 -0.203
C -1.307 -3.075 1.811
C -0.403 -2.349 2.624
C -0.824 -1.910 3.990
C 0.892 -2.135 2.157
H 2.853 -2.585 -0.559
H 3.312 -3.355 0.952
H 3.176 -1.604 0.887
H 0.783 -3.872 -0.753
H -1.504 -4.607 -1.241
H -2.841 -4.122 -0.165
H -1.830 -5.510 0.233
H -2.238 -3.435 2.257
H -0.804 -2.759 4.676
H -1.849 -1.527 3.971
H -0.156 -1.151 4.388
H 1.624 -1.672 2.806
F -2.646 1.072 -2.341
C -1.748 1.658 -3.140
F -1.919 2.961 -3.116
F -1.847 1.186 -4.349
S -0.028 1.256 -2.344
O -0.394 0.353 -1.257
O 0.944 0.839 -3.264
N 0.397 2.723 -1.550
S -0.191 2.240 0.904
O -1.284 1.377 1.308
O 1.087 1.660 0.817
C -0.311 3.827 1.954
F 0.105 3.548 3.163
F -1.570 4.181 1.950
F 0.440 4.735 1.388
O -0.630 2.816 -0.561
N 0.859 3.887 -1.900
C 1.536 4.236 -2.922
C 1.951 3.434 -4.028
N 2.288 2.829 -4.936
C 1.933 5.609 -3.002
N 2.234 6.706 -3.102
```